Entry 1:
C5H10S | ωB97M-V/def2-TZVPD

The calculation puts the relative energy (zero: lowest compared OMol25 entry of this formula, charge and spin) at 24.1 kcal/mol. The value obtained for the LUMO energy is 0.8 eV. As for the net charge: 0. Its highest occupied orbital energy is -9.1 eV. The structure (SMILES) is C=C(C)[C@@H](C)S. Its spin multiplicity is 1.

Each line ends with the natural charge from an NBO analysis.
Atoms and positions in Å:
H (-1.90, -0.22, 1.44)  0.220
H (1.46, -0.85, 1.44)  0.216
H (0.34, 2.40, -1.70)  0.143
H (-1.44, 0.48, -0.85)  0.217
C (-0.60, 0.61, -0.10)  -0.294
H (-1.01, -1.25, -1.87)  0.189
H (2.12, -1.60, -0.07)  0.218
H (-1.78, 1.52, 1.31)  0.218
H (-0.49, 0.67, 2.07)  0.205
H (2.24, 0.14, 0.13)  0.232
S (0.12, 2.36, -0.30)  -0.103
H (0.38, -2.25, -1.50)  0.187
C (-1.25, 0.65, 1.28)  -0.619
C (-0.11, -1.37, -1.29)  -0.385
C (0.28, -0.57, -0.34)  0.003
C (1.62, -0.73, 0.35)  -0.647

Entry 2:
C4H6N2O3 | ωB97M-V/def2-TZVPD

The calculation puts the relative energy (zero: lowest compared OMol25 entry of this formula, charge and spin) at 54.3 kcal/mol. The value obtained for the LUMO energy is 0.6 eV. As for the net charge: 0. Its highest occupied orbital energy is -7.9 eV. The structure (SMILES) is Nc1oc(O)c(N)c1O. Its spin multiplicity is 1.

Each line ends with the natural charge from an NBO analysis.
Atoms and positions in Å:
O (1.34, 1.77, 0.03)  -0.656
H (-2.21, 1.64, 0.77)  0.372
N (-1.65, 1.53, -0.05)  -0.844
H (-2.24, -2.22, 0.55)  0.492
H (-2.29, 1.38, -0.82)  0.374
C (-1.01, -0.84, -0.08)  0.550
C (-0.77, 0.46, -0.02)  -0.091
H (0.68, 2.44, -0.14)  0.492
C (1.21, -0.64, -0.05)  0.278
C (0.68, 0.63, -0.09)  0.217
O (0.11, -1.51, -0.11)  -0.423
H (3.03, -0.86, -0.78)  0.375
O (-2.24, -1.47, -0.04)  -0.686
N (2.45, -1.23, -0.01)  -0.819
H (2.91, -1.08, 0.83)  0.370

Entry 3:
C4H6O2Pd | ωB97M-V/def2-TZVPD

As for the expectation value of S²: 2.035. The calculation puts the relative energy (zero: lowest compared OMol25 entry of this formula, charge and spin) at 0.0 kcal/mol. The value obtained for the LUMO energy (spin up / spin down) is 0.2 / -0.6 eV. As for the net charge: 0. Its highest occupied orbital energy (spin up / spin down) is -6.8 / -8.7 eV. Its spin multiplicity is 3.

Each line ends with the Löwdin spin population.
Atoms and positions in Å:
O (2.39, 1.22, 0.29)  0.089
H (2.40, 0.20, 2.03)  0.002
O (-2.27, 0.26, -1.57)  0.025
H (-1.97, -0.68, 0.20)  0.022
H (-1.74, 0.73, -2.22)  0.025
H (-1.40, -1.90, -1.20)  0.286
Pd (1.03, 1.25, -1.15)  0.746
C (0.54, -0.18, 0.87)  0.080
C (1.86, 0.45, 1.10)  0.035
C (-1.38, -0.34, -0.67)  0.139
H (-0.05, 0.05, 1.78)  0.007
C (-0.13, 0.21, -0.44)  0.536
H (0.73, -1.27, 0.98)  0.009

Entry 4:
C3H11N2O | ωB97M-V/def2-TZVPD

As for the expectation value of S²: 0.780. The calculation puts the relative energy (zero: lowest compared OMol25 entry of this formula, charge and spin) at 40.3 kcal/mol. The value obtained for the LUMO energy (spin up / spin down) is -8.9 / -12.6 eV. As for the net charge: +2. Its highest occupied orbital energy (spin up / spin down) is -20.5 / -20.5 eV. Its spin multiplicity is 2.

Each line ends with the Löwdin spin population.
Atoms and positions in Å:
C (0.55, 1.13, -0.17)  0.478
H (-0.95, -1.15, -0.57)  0.009
H (0.77, -0.10, -1.97)  0.005
O (1.09, -2.28, -0.30)  0.004
H (-2.52, 1.12, 1.26)  -0.003
H (1.35, -2.84, -1.05)  0.000
H (1.76, -0.31, -0.75)  0.013
C (-1.45, 1.36, 1.44)  -0.001
C (-0.69, 0.69, 0.34)  0.067
H (-1.26, 0.97, 2.47)  -0.002
N (-1.29, -0.57, 0.10)  0.342
H (1.37, -2.43, 0.63)  0.000
N (1.34, 0.47, -1.26)  0.053
H (-1.45, 2.51, 1.33)  0.003
H (2.05, 1.12, -1.71)  0.001
H (0.91, 2.02, 0.13)  0.024
H (-1.54, -0.96, 1.03)  0.008

Entry 5:
C38H63F2N4O15PS2 | ωB97M-V/def2-TZVPD

The value obtained for the LUMO energy is 0.3 eV. As for the net charge: 0. Its highest occupied orbital energy is -8.0 eV. The structure (SMILES) is CC[C@@H](F)c1c(N)cc(S(C)(=O)=O)c2c1N(CN)c1cc(P(C)O)c(CN)c(CCCF)c1S2.CCOC(=O)OC.CCOC(=O)OC.CCOC(=O)OC.CCOC(=O)OC. Its spin multiplicity is 1.

Each line ends with the Löwdin charge.
Atoms and positions in Å:
H (5.09, 13.44, -6.12)  0.092
H (5.82, 8.63, -2.29)  0.115
C (-4.01, -5.96, 1.40)  -0.232
S (-0.79, -5.77, 3.73)  0.635
H (-3.06, -13.40, 1.70)  0.098
C (1.11, 0.85, -0.48)  -0.241
H (3.60, 13.11, -5.21)  0.098
H (3.47, 8.38, -3.07)  0.079
H (4.98, 13.87, -4.39)  0.095
C (-1.09, -11.70, 2.33)  -0.614
O (0.43, 6.54, 0.15)  0.034
N (-3.50, -2.34, 0.79)  -0.049
C (1.18, -0.58, 4.53)  -0.191
C (-2.24, -3.93, 2.20)  -0.370
S (-1.15, -2.64, 2.73)  1.124
H (1.21, 8.27, -0.69)  0.104
C (4.03, 3.22, 0.61)  -0.033
H (-0.49, -0.97, -3.74)  0.046
H (-0.23, 0.31, 3.21)  0.116
H (3.62, 2.27, 0.96)  0.078
H (-1.92, 4.47, -2.10)  0.101
H (3.02, 9.84, -2.20)  0.076
H (-6.26, -0.96, 0.70)  0.067
H (5.41, 10.14, -1.48)  0.126
C (-4.49, -1.54, 1.57)  -0.209
H (-0.06, -6.98, 1.88)  0.070
H (6.71, 6.33, -4.00)  0.081
O (4.32, 11.99, -2.80)  0.123
C (-2.94, -6.24, 2.25)  -0.003
H (1.97, -0.44, 1.42)  0.086
H (-1.14, 8.40, 1.28)  0.082
C (-3.28, -3.64, 1.32)  -0.181
C (-0.09, 6.09, -0.99)  -0.615
C (0.67, 7.95, 0.20)  -0.212
C (-4.17, -4.65, 0.93)  -0.042
H (-5.92, -4.84, -2.01)  0.119
F (-6.50, -4.92, 0.43)  -0.026
H (-2.80, -7.26, 2.59)  0.123
H (1.00, -10.01, 4.06)  0.125
H (-5.84, -6.78, 1.17)  0.091
C (3.72, 9.01, -2.21)  -0.065
H (3.35, 4.02, 0.90)  0.097
H (-2.97, -4.03, -1.60)  0.078
O (5.21, 11.85, -4.87)  0.004
O (4.61, 5.32, -0.87)  0.118
C (0.83, 0.05, 3.17)  -0.148
H (-5.17, 0.28, 0.90)  0.071
H (-2.21, -12.79, 0.26)  0.094
C (-0.01, -10.11, 3.65)  -0.206
C (-2.12, -13.42, 1.15)  -0.040
O (4.12, 3.12, -0.81)  0.000
O (-1.91, -10.91, 1.95)  0.113
H (1.37, 0.98, 3.02)  0.105
H (-3.21, -0.80, -1.26)  0.095
H (-1.45, 0.10, -4.76)  0.037
H (5.01, 3.38, 1.05)  0.100
H (6.65, 5.80, -2.32)  0.071
N (-5.29, -0.70, 0.69)  0.039
O (-0.34, 6.75, -1.96)  0.122
H (-0.38, 9.80, 0.51)  0.081
H (-0.94, -10.57, 5.54)  0.086
H (-4.64, -7.85, 1.50)  0.093
C (-5.30, -4.32, -0.02)  -0.263
H (0.88, 1.55, -1.28)  0.064
H (1.29, 1.46, 0.42)  0.104
H (-2.04, -9.91, 4.34)  0.078
H (-0.85, 3.07, -1.83)  -0.018
H (1.33, 8.10, 1.05)  0.124
H (-5.11, -2.21, 2.17)  0.134
C (1.11, -0.86, 1.94)  -0.161
O (-0.08, -11.46, 3.15)  0.044
H (-4.56, -5.81, -1.32)  0.108
H (3.57, 8.43, -1.30)  0.075
H (-0.11, -9.41, 2.82)  0.107
C (-2.33, -0.80, -0.63)  -0.025
H (1.55, -1.60, 4.42)  0.111
N (2.36, 0.11, -0.78)  0.021
H (-0.89, -8.84, 5.13)  0.048
H (-2.25, -1.02, -3.66)  0.035
F (0.02, -0.66, 5.31)  -0.083
H (4.32, 6.01, -3.25)  0.109
C (4.96, 5.16, -3.50)  -0.205
H (-1.27, 8.63, -0.46)  0.074
H (4.76, 4.90, -4.54)  0.124
C (4.46, 4.26, -1.41)  -0.610
O (-2.77, 1.66, -2.51)  -0.290
C (-3.94, -3.90, -2.08)  -0.089
H (-5.48, -3.25, -0.04)  0.122
C (6.43, 5.51, -3.34)  -0.065
C (-0.89, 4.15, -2.00)  -0.059
C (4.92, 11.39, -3.66)  -0.613
C (0.46, -6.41, 2.66)  -0.126
C (-1.22, -0.03, -0.97)  -0.277
C (-4.99, -4.81, -1.43)  -0.168
H (-1.90, -14.43, 0.85)  0.093
H (-3.93, -0.88, 2.24)  0.129
C (-1.38, -0.36, -3.77)  -0.260
H (0.97, -5.59, 2.15)  0.073
C (-0.08, -0.02, -0.16)  -0.167
H (-4.22, -2.85, -1.95)  0.061
O (-1.04, -12.99, 1.98)  0.006
H (1.12, -7.06, 3.22)  0.074
H (2.16, -0.88, -0.84)  0.070
H (-3.46, 1.04, -2.78)  0.052
C (-1.03, -9.84, 4.73)  -0.065
C (-2.33, -1.59, 0.50)  -0.234
O (5.41, 10.15, -3.56)  0.039
N (-4.87, -7.00, 1.00)  0.119
P (-1.28, 0.96, -2.51)  0.897
H (1.32, -1.88, 2.26)  0.091
H (7.05, 4.64, -3.57)  0.081
H (-0.34, 4.37, -2.92)  0.102
H (1.87, 0.05, 5.09)  0.113
O (-0.24, -4.69, 4.51)  -0.342
C (4.68, 13.15, -5.15)  -0.040
C (-2.08, -5.24, 2.65)  -0.292
H (2.78, 0.46, -1.62)  0.067
H (-3.82, -4.11, -3.14)  0.074
O (-0.27, 4.77, -0.87)  0.003
C (5.15, 9.49, -2.31)  -0.199
O (-1.30, -6.88, 4.50)  -0.323
C (-0.60, 8.75, 0.39)  -0.063
C (-0.06, -0.83, 0.99)  -0.187
C (-1.18, -1.61, 1.28)  -0.353
O (4.59, 4.02, -2.72)  0.040

Entry 6:
C6H12S | ωB97M-V/def2-TZVPD

The calculation puts the relative energy (zero: lowest compared OMol25 entry of this formula, charge and spin) at 47.1 kcal/mol. The value obtained for the LUMO energy is 0.9 eV. As for the net charge: 0. Its highest occupied orbital energy is -8.8 eV. The structure (SMILES) is C/C=C(/C)[C@H](C)S. Its spin multiplicity is 1.

Each line ends with the natural charge from an NBO analysis.
Atoms and positions in Å:
C (-1.17, 1.64, 0.31)  -0.675
H (1.02, 1.49, 1.93)  0.191
H (-2.04, 1.13, 0.77)  0.228
S (0.35, -2.28, -0.30)  -0.035
C (2.20, -0.22, 1.35)  -0.670
H (-0.99, 2.60, 0.92)  0.223
C (1.05, 0.73, 1.22)  -0.207
H (2.91, 0.28, 2.04)  0.216
C (0.01, 0.66, 0.33)  0.045
H (2.69, -0.22, 0.43)  0.212
C (-1.34, -0.65, -1.64)  -0.634
H (-1.40, -1.43, -2.32)  0.217
H (0.78, -0.37, -1.74)  0.233
H (-1.78, 0.26, -2.10)  0.223
H (-1.21, 2.03, -0.74)  0.221
H (1.94, -1.31, 1.50)  0.246
H (-0.83, -2.84, -0.13)  0.124
C (0.00, -0.62, -0.95)  -0.358
H (-2.21, -0.88, -0.89)  0.200

Entry 7:
Cl2O3S | ωB97M-V/def2-TZVPD

The calculation puts the relative energy (zero: lowest compared OMol25 entry of this formula, charge and spin) at 53.8 kcal/mol. The value obtained for the LUMO energy (spin up / spin down) is -2.3 / -2.5 eV. As for the net charge: 0. Its highest occupied orbital energy (spin up / spin down) is -10.4 / -9.7 eV. Its spin multiplicity is 1.

Each line ends with the natural charge from an NBO analysis.
Atoms and positions in Å:
Cl (-1.47, 1.59, -0.24)  -0.093
O (1.40, 0.49, -0.69)  -0.591
Cl (2.66, -0.14, 0.05)  0.336
O (-1.06, -1.28, -0.79)  -0.797
O (-0.74, -0.44, 1.55)  -0.810
S (-0.79, -0.23, 0.12)  1.955

Entry 8:
C3H6N2O2 | ωB97M-V/def2-TZVPD

The calculation puts the relative energy (zero: lowest compared OMol25 entry of this formula, charge and spin) at 198.5 kcal/mol. The value obtained for the LUMO energy (spin up / spin down) is 0.2 / -0.5 eV. As for the net charge: 0. Its highest occupied orbital energy (spin up / spin down) is -8.2 / -7.7 eV. Its spin multiplicity is 1.

Each line ends with the natural charge from an NBO analysis.
Atoms and positions in Å:
H (1.65, -0.81, 1.81)  0.209
H (0.81, -1.79, 0.90)  0.219
C (-0.99, 0.00, -1.08)  0.180
N (1.54, 1.20, 0.07)  0.250
H (-0.97, 0.01, -2.20)  0.216
C (1.51, -1.05, 0.77)  -0.438
H (-2.94, 1.05, -0.46)  0.181
C (-1.96, 0.53, -0.15)  -0.145
H (-1.80, 0.82, 0.87)  0.192
O (1.38, 2.14, -0.65)  -0.417
N (1.02, 0.11, 0.03)  -0.199
H (2.48, -1.41, 0.44)  0.211
O (-1.73, -0.82, -0.35)  -0.458